Entry 1:
Molecular formula: C24H35N4O5P
Method: DFT, wB97M-V/def2-TZVPD

Geometry as XYZ:
```
69
Properties=species:S:1:pos:R:3:forces:R:3
O -0.909300 -3.398532 -1.517524 6.63 -6.53 0.50
C 0.085646 -4.294769 -1.468177 -2.75 2.56 -0.66
O 0.019026 -5.667588 -0.868597 2.98 2.81 -0.66
C 1.445591 -6.085781 -0.706458 2.13 -3.81 3.67
O 1.803171 -7.011910 0.186605 -2.66 6.05 -5.99
C 2.477855 -5.259419 -1.675477 -5.23 3.00 1.10
P 4.296218 -5.550255 -2.181593 1.33 -1.33 -0.28
O 5.412465 -4.594522 -1.234892 -2.68 -2.12 0.99
O 4.595389 -7.252281 -1.770461 -0.80 3.36 2.21
C 1.609783 -4.130636 -2.107632 1.22 -1.66 0.46
C 1.885627 -2.822213 -3.056490 -0.53 0.61 0.81
C 3.273146 -2.001366 -2.706648 0.35 0.76 -0.47
C 3.135530 -0.970205 -1.424480 0.15 0.04 -0.27
C 3.518859 -1.658370 0.027389 0.12 0.17 -1.11
N 2.371730 -1.715008 1.013961 -0.33 -0.35 3.13
C 2.875586 -1.976891 2.438982 -6.34 0.32 0.92
C 1.544177 -2.032979 3.396351 0.82 0.73 -5.71
C 0.275482 -1.806212 2.363531 4.07 0.21 -1.96
C 0.872627 -1.581287 0.847823 1.69 -1.24 5.45
H 5.251191 -4.763335 -0.258831 0.45 0.44 -1.36
H 4.547292 -7.332256 -0.754689 -0.08 -0.19 -2.11
H 1.799323 -3.043502 -4.223646 0.33 0.01 2.68
H 0.996761 -2.057621 -2.832219 1.87 -1.80 -0.48
H 4.212216 -2.684665 -2.548427 -1.91 1.10 -0.37
H 3.503351 -1.330289 -3.665997 -0.57 -1.49 2.09
H 3.896128 -0.064877 -1.564670 -1.80 -1.99 0.12
H 2.039272 -0.533667 -1.461105 2.35 -0.71 0.35
H 4.388515 -1.043939 0.528332 -1.85 -1.21 -0.98
H 3.918011 -2.746172 -0.154842 -0.82 2.04 0.29
H 3.980352 -2.115113 2.825124 -2.50 0.45 -1.52
H 1.513417 -2.196786 4.555372 0.05 0.36 -2.69
H -0.880196 -1.784964 2.607073 2.84 -0.05 -0.52
H 0.332969 -1.393251 -0.175656 1.45 -0.44 2.34
C 0.423402 2.422256 2.759126 0.12 0.07 0.06
C -0.469986 3.276468 1.869123 0.07 0.03 0.27
C -1.006394 2.520484 0.653772 -0.10 0.30 -0.06
C 0.058842 2.147528 -0.287064 0.70 -0.51 -0.80
N 0.899610 1.848696 -1.028449 -0.99 0.36 0.93
H 1.329874 2.107219 2.233108 -0.11 -0.07 0.01
H 0.731616 2.993369 3.640742 -0.10 -0.11 -0.14
H -0.105030 1.527370 3.102524 0.10 0.05 -0.04
H 0.085069 4.166248 1.548268 -0.14 -0.10 -0.08
H -1.320127 3.627904 2.466082 0.35 -0.21 -0.54
H -1.731309 3.158533 0.134151 0.16 -0.16 -0.12
H -1.548433 1.625539 0.978708 0.20 -0.02 -0.10
C -3.596487 0.580958 -4.622950 -0.05 0.04 -0.16
C -3.129651 -0.742848 -4.031743 -0.33 0.09 -0.25
C -1.988086 -0.583247 -3.027910 -0.08 -0.38 0.07
C -0.751704 -0.102360 -3.659656 0.99 0.52 -0.33
N 0.223764 0.281489 -4.156613 -1.19 -0.58 0.53
H -2.805652 1.059645 -5.208673 -0.06 -0.02 0.10
H -4.449646 0.415042 -5.288536 0.11 0.08 0.09
H -3.910271 1.273587 -3.835681 0.03 -0.04 -0.08
H -2.829438 -1.415216 -4.844477 0.02 0.04 0.21
H -3.979250 -1.214719 -3.523680 0.23 -0.02 0.01
H -1.792415 -1.555503 -2.559886 0.17 0.22 -0.06
H -2.287891 0.099598 -2.225317 0.18 0.05 -0.13
C -3.748011 7.329106 3.137598 0.05 0.06 -0.14
C -4.560846 6.104115 3.535866 -0.10 0.30 -0.32
C -4.005940 5.389385 4.767761 -0.33 -0.18 -0.03
C -2.688753 4.787769 4.518621 1.07 -0.42 0.06
N -1.646799 4.316137 4.324355 -1.51 0.83 0.75
H -2.731320 7.055912 2.838703 -0.08 0.04 0.08
H -4.220361 7.833560 2.288582 0.11 -0.04 0.13
H -3.684492 8.043809 3.964127 0.02 -0.06 -0.09
H -4.611295 5.412569 2.686183 -0.02 0.01 0.21
H -5.587897 6.423703 3.749492 0.14 -0.18 0.05
H -4.707059 4.599073 5.061788 0.27 0.01 0.03
H -3.944849 6.087485 5.609926 0.17 -0.13 -0.10
```
Forces are in eV/Å.

Output
SMILES string: O=C1OC(=O)C(P(O)O)=C1CCCCn1cccc1.CCCC#N.CCCC#N.CCCC#N
Calculated total energy, eV: -50931.323

Entry 2:
Molecular formula: C3H6N3P
Method: DFT, wB97M-V/def2-TZVPD

Geometry as XYZ:
```
13
Properties=species:S:1:pos:R:3:forces:R:3
C 2.552286 0.232462 1.019595 -2.67 0.66 -0.59
C 1.211034 -0.157597 1.165541 -1.09 0.50 -1.41
C -3.088220 -0.443867 -0.263863 -0.94 -0.07 -2.24
N 2.688862 0.815107 -0.158143 0.20 -0.49 -1.26
N 1.491824 0.640961 -0.769034 2.14 -0.07 2.87
N 0.582896 0.121074 -0.006270 -0.60 -0.90 1.26
P -2.685453 -0.524837 -1.894216 -0.89 0.11 0.94
H 3.185319 0.289774 1.835462 1.80 0.08 0.83
H 0.612239 -0.458851 2.030774 0.54 -0.18 -0.53
H 1.347968 0.933239 -1.694305 -0.30 0.40 -1.12
H -2.406480 -0.474458 0.544099 0.46 0.04 0.72
H -4.168383 -0.377974 -0.111740 0.36 0.00 0.53
H -1.323895 -0.595029 -1.697895 0.98 -0.08 -0.01
```
Forces are in eV/Å.

Output
SMILES string: c1cn[nH]n1.C=P
Calculated total energy, eV: -16964.539
ΔE to the lowest compared entry with this formula, charge and spin, kcal per mole: 65.0

Entry 3:
Molecular formula: C3H4LaLiO4
Method: DFT, wB97M-V/def2-TZVPD

Geometry as XYZ:
```
13
Properties=species:S:1:pos:R:3:forces:R:3
O 0.032885 -0.827833 -0.496553 -1.32 0.16 0.52
C 1.329561 -0.718944 0.044978 -0.11 -0.83 1.27
C -0.987074 -0.112415 -0.103492 0.30 2.60 -2.65
O 1.829394 -1.793690 0.323233 0.55 0.34 -0.41
O 1.734099 0.446871 0.210487 1.42 1.50 -0.86
C -1.789558 0.731671 -0.870557 0.11 -1.94 -1.02
Li 3.358358 -2.721442 0.697319 -0.16 -0.55 0.13
H -2.856547 0.495895 -0.846666 -0.47 0.46 0.56
H -1.500309 0.723307 -1.925620 -0.21 0.53 0.07
La 3.641206 2.185740 -0.508934 -0.93 -0.53 0.38
O -1.100858 0.393024 1.167482 -1.19 -0.39 3.05
H -1.768983 -0.104734 1.695872 0.72 -0.66 0.67
H -1.922169 1.302555 0.612448 1.30 -0.68 -1.72
```
Forces are in eV/Å.

Output
Calculated total energy, eV: -12396.729
Expectation value of S²: 0.751
2S+1: 2
Net charge: +3

Entry 4:
Molecular formula: C5H11NO2
Method: DFT, wB97M-V/def2-TZVPD

Geometry as XYZ:
```
19
Properties=species:S:1:pos:R:3:forces:R:3
O 1.488430 -1.450542 -1.146965 0.16 0.08 -0.83
C 0.724261 -0.795659 -1.969197 -0.89 -0.71 1.46
N -0.635312 -0.632265 -1.536731 1.34 1.68 1.43
C -0.712003 -0.534857 -0.062158 0.63 -1.00 -1.34
C 0.538898 0.155333 0.544584 -1.35 0.20 -0.22
C 0.044429 0.611240 1.890827 0.19 0.96 0.35
C 0.701455 0.451297 3.040514 0.23 -1.03 -1.04
H 0.635545 -1.402582 -2.900982 0.14 0.03 -0.48
H 1.109615 0.197297 -2.288899 0.09 0.07 -0.31
H -0.955910 -1.521889 0.334404 0.07 0.11 0.53
H -1.532231 0.192247 0.013862 -0.76 0.11 0.53
H 1.533308 -0.288781 0.496401 -0.03 -0.27 0.21
H 0.549093 1.082435 -0.055143 0.32 -0.10 -0.06
H -0.819510 1.257728 1.692341 0.11 -0.03 0.64
H 1.485002 -0.302556 2.960039 0.24 0.32 0.46
H 0.543182 0.908177 4.005091 -0.43 0.09 -0.12
H -2.527463 2.384623 -0.557667 0.06 -0.15 0.19
H -1.084252 0.246182 -1.838296 -0.37 -0.23 -0.77
O -1.772926 1.828034 -0.320557 0.25 -0.11 -0.62
```
Forces are in eV/Å.

Output
Calculated total energy, eV: -10939.986
ΔE to the lowest compared entry with this formula, charge and spin, kcal per mole: 214.0

Max |F| / eV/A: 9.32; 3.58; 3.73; 2.58